[1]
{
  "formula": "C44H46GeLiN3S2Sb2",
  "method": "ωB97M-V/def2-TZVPD",
  "multiplicity": 1,
  "orbital_gap_ev": 4.2664,
  "lumo_energy_ev": 3.750,
  "total_charge": -2,
  "elements": ["Sb", "Sb", "Ge", "S", "S", "N", "N", "N", "C", "C", "C", "C", "C", "C", "C", "C", "C", "C", "C", "C", "C", "C", "C", "C", "C", "C", "C", "C", "C", "C", "C", "C", "C", "C", "C", "C", "C", "C", "C", "C", "C", "C", "C", "C", "C", "C", "C", "C", "C", "C", "C", "C", "Li", "H", "H", "H", "H", "H", "H", "H", "H", "H", "H", "H", "H", "H", "H", "H", "H", "H", "H", "H", "H", "H", "H", "H", "H", "H", "H", "H", "H", "H", "H", "H", "H", "H", "H", "H", "H", "H", "H", "H", "H", "H", "H", "H", "H", "H", "H"],
  "xyz": [[-1.120098, -2.074407, 2.547504], [2.926249, -1.547682, 1.776862], [-2.348562, 0.849187, -2.293637], [2.139407, -2.073042, -2.601940], [0.381905, 2.055566, 2.012818], [2.117961, 3.334757, 0.555421], [2.965279, 2.533878, 2.693767], [0.823228, 1.811458, -2.404383], [1.880402, 2.735687, 1.733239], [-3.134229, 2.475771, 0.066480], [-3.055215, -3.337031, 2.227630], [1.649364, 0.572633, -2.443631], [-0.231473, -3.486819, 3.735357], [-0.036457, -2.386657, -1.152917], [-6.432949, -0.081708, -3.295401], [-2.439015, 3.853941, -1.894333], [0.967686, -3.456481, 4.647832], [4.182029, 2.859285, 2.213171], [3.273694, 3.795117, 0.028096], [-2.527318, 5.082569, -0.962999], [-1.227320, -0.298036, -1.339591], [-5.231968, 0.619706, -2.968636], [3.282717, -3.897783, 6.138830], [-0.799888, 2.084995, -6.191532], [-0.882982, 1.557133, -4.870306], [2.884935, -3.788378, 1.637510], [3.050380, 0.779614, -2.767185], [1.946200, -2.537381, 4.652894], [1.050006, -0.613561, -2.409859], [-5.881250, -1.543937, -1.397032], [-6.743548, -1.166837, -2.376159], [-3.161309, 1.417283, -6.438015], [2.187910, -1.397469, 3.915053], [1.071317, -2.888073, -1.307231], [-3.123551, 1.025138, -5.280707], [-4.150245, 0.034318, -2.203553], [-1.845978, 2.174056, -7.218924], [3.172256, -2.900722, 5.206661], [5.180713, -1.406183, 1.908092], [-4.485347, -1.060509, -1.295312], [3.577484, 1.927415, -3.400865], [4.543488, 3.431087, 0.886199], [2.142746, -4.674670, 6.393419], [1.067948, -4.485172, 5.480672], [-3.593401, 3.580031, 0.759500], [-3.157342, 4.789824, 0.145314], [-2.024467, -0.836361, 4.084925], [1.322002, 2.738237, -3.071364], [2.504458, 3.126016, -3.653150], [-2.160719, 0.989414, -4.367445], [-2.782645, 2.647475, -1.445814], [-0.224740, -1.012668, -1.787960], [0.139757, 2.351984, -0.537645], [-5.172109, 1.797252, -3.239586], [-1.959792, 2.916411, -8.114246], [-4.188213, 1.043358, -4.947863], [8.985179, -1.682271, 3.362508], [-2.664759, -1.269673, 5.096801], [3.422807, 4.262633, -0.881464], [5.899980, -1.967639, 2.466803], [0.056824, -5.303636, 5.532887], [0.804860, 3.792325, -3.003464], [-0.871683, -2.910041, -0.603399], [4.273924, -3.796982, 6.835706], [-2.666043, -3.680255, 3.013065], [-2.167850, 6.376684, -1.378864], [-4.147874, 1.451062, -7.178172], [-0.182799, 2.026075, -4.412192], [-3.586208, -4.140009, 1.672649], [-6.056923, -2.287879, -0.524522], [-3.139425, 1.283103, 0.568036], [-2.809976, -0.219632, 3.605563], [2.232085, -5.545978, 6.912492], [1.888865, -3.852053, 1.049983], [-1.793035, -0.775059, -0.648453], [-2.262912, 3.895104, -3.009310], [-3.768030, -2.612153, 2.896313], [1.360274, -0.621425, 4.309592], [4.449388, 1.842977, -3.840069], [-7.581000, -1.778852, -2.325404], [-3.256755, 5.804939, 0.644923], [5.718973, -0.449799, 2.359962], [3.623762, -0.150173, -2.718968], [3.137047, 4.061542, -3.432796], [-3.849208, -1.174719, -0.487251], [0.936376, -4.082473, -1.423439], [5.458972, 3.597454, 0.764633], [2.742734, -4.547106, 2.242585], [3.972784, -2.229940, 5.020073], [3.139848, -0.857807, 4.121477], [9.835520, -1.685905, 3.744016], [-4.072961, 3.292964, 1.595328], [-1.056309, -4.335009, 3.410067], [5.019883, 2.773889, 3.108766], [-1.735270, 0.206911, 4.581413], [0.458850, 2.542953, -6.489125], [5.266794, -1.510738, 0.798750], [3.857631, -3.661536, 1.104177], [-7.183727, -0.120901, -4.229703]],
  "forces_ev_per_a": [[0.703, 1.030, -0.845], [-0.972, -0.738, 1.280], [-1.570, 1.560, -1.894], [-1.720, -0.193, 1.983], [-0.917, -0.222, 0.018], [0.005, 1.780, -2.803], [-0.400, 1.101, -2.758], [-0.342, -5.890, 1.801], [3.666, -0.704, 1.213], [-0.298, -2.501, -1.809], [-3.767, 4.987, -2.668], [-0.659, 4.163, -1.081], [-1.249, -0.782, -1.045], [-7.686, 4.692, 1.288], [-0.992, -2.241, 0.732], [0.181, 3.414, -1.025], [-5.887, -0.050, -4.150], [0.649, 0.864, 0.610], [3.531, -4.205, 7.207], [1.831, -0.141, -6.254], [-0.730, 2.275, -1.693], [-0.219, 1.567, -0.976], [2.365, 0.438, 2.341], [1.915, 1.622, -4.252], [-7.507, -2.489, -3.774], [-0.817, 5.280, -4.568], [1.177, 1.116, -1.617], [4.755, -1.500, 0.566], [-0.209, -2.782, 0.164], [4.423, -0.741, 3.527], [1.924, 1.306, -0.908], [1.512, 6.445, -15.704], [-1.770, 6.366, -1.998], [6.641, -7.285, -4.453], [-5.197, -2.672, 7.205], [-2.223, -0.804, 1.429], [-1.607, -1.996, 5.224], [-0.684, -0.453, 1.767], [0.408, 2.268, 0.597], [-3.763, 2.857, -4.212], [-8.769, -0.293, 2.467], [-12.032, -1.419, 2.000], [-0.324, 1.666, -3.433], [-1.569, -5.805, 4.616], [3.254, -1.576, -4.657], [-1.622, 4.064, 4.352], [-3.065, 2.707, 3.936], [0.927, 9.011, -0.201], [5.945, -3.835, 0.931], [7.143, 2.479, 2.803], [0.860, -2.755, 4.024], [3.103, -1.357, 1.371], [0.397, -0.008, 0.450], [0.299, -3.031, 0.019], [0.499, -1.974, 1.737], [0.775, -1.372, 0.337], [3.629, -0.015, 1.630], [1.793, 0.409, -2.850], [-0.546, 0.842, -1.806], [-0.225, -2.065, 0.087], [3.298, 2.499, -0.141], [-0.488, -1.793, 0.177], [0.857, 0.861, -0.734], [-2.431, -1.017, -1.673], [2.721, -4.347, 6.369], [-1.248, -4.657, 1.534], [2.441, -0.111, 2.390], [4.444, 1.322, 4.009], [0.642, 0.977, -0.143], [-0.536, 1.126, -1.891], [-0.228, 3.808, -1.625], [-0.611, -0.863, -0.657], [-0.145, -2.105, 1.907], [2.042, 0.125, -0.055], [-1.706, -1.510, 2.219], [0.270, 0.507, 1.336], [0.741, -1.412, -2.286], [1.444, -0.981, -2.108], [4.643, 0.084, -1.745], [-2.012, -0.482, -0.910], [-0.542, -1.557, 0.506], [-1.923, -0.648, -1.709], [0.237, 0.543, 0.117], [-2.208, -0.726, -0.931], [1.123, -1.274, 1.363], [1.565, 2.496, 1.056], [7.366, 1.654, -1.695], [0.237, -3.149, 4.082], [0.838, 0.199, 0.090], [-0.772, -0.431, 0.789], [-3.637, 0.016, -1.634], [-1.475, 0.564, 3.304], [2.991, 0.963, 2.066], [-1.771, 0.048, -2.669], [1.252, -2.228, -0.816], [-4.181, -1.125, 0.997], [0.790, 0.324, 0.882], [-0.920, -1.510, -0.282], [1.918, 1.393, 2.231]]
}

=====

[2]
{
  "formula": "C44H48GeIrN3O3SSi",
  "method": "ωB97M-V/def2-TZVPD",
  "multiplicity": 5,
  "orbital_gap_ev": [4.7222, 3.9590],
  "e_above_lowest_kcal_mol": 102.3,
  "lumo_energy_ev": [-0.778, -3.184],
  "elements": ["Ir", "Ge", "S", "Si", "O", "O", "O", "N", "N", "N", "C", "C", "C", "C", "C", "C", "C", "C", "C", "C", "C", "C", "C", "C", "C", "C", "C", "C", "C", "C", "C", "C", "C", "C", "C", "C", "C", "C", "C", "C", "C", "C", "C", "C", "C", "C", "C", "C", "C", "C", "C", "C", "C", "C", "H", "H", "H", "H", "H", "H", "H", "H", "H", "H", "H", "H", "H", "H", "H", "H", "H", "H", "H", "H", "H", "H", "H", "H", "H", "H", "H", "H", "H", "H", "H", "H", "H", "H", "H", "H", "H", "H", "H", "H", "H", "H", "H", "H", "H", "H", "H", "H"],
  "xyz": [[0.476528, -1.417661, -0.239121], [0.561352, -1.271444, 2.243824], [2.256418, -3.392790, 1.968502], [-1.100035, -0.144679, -1.418432], [1.134197, 5.741296, -0.630370], [0.658175, 4.953492, 1.422549], [0.709110, -3.347949, -0.394493], [-0.827421, 7.066545, 1.982481], [2.099345, -3.400317, -0.656254], [0.647878, -0.752682, -3.772768], [2.250322, 0.243707, 4.219474], [4.283670, 0.620899, 2.318732], [-2.988081, 4.206971, -1.495492], [3.198455, -0.190364, 2.005483], [-3.808835, 3.087482, -1.184054], [-0.188126, -2.804352, 3.272452], [-0.718221, 0.178240, 2.941869], [-3.785881, -0.741953, -2.286509], [2.415487, 0.365739, -5.132862], [4.324706, 1.248648, 3.541590], [-2.058375, -4.382676, 3.587634], [2.176535, -0.371065, 2.969759], [2.968916, -3.582632, 0.411168], [0.451911, 5.804237, 0.379745], [-0.444850, 1.575470, 2.883306], [-2.758844, 0.778877, 4.230256], [-0.530327, -4.005309, 5.363495], [2.723810, -0.915881, -5.930683], [-3.187429, -1.823354, -0.217503], [-1.886135, 1.606707, -1.305841], [-1.068298, 2.697808, -1.623082], [0.605833, 0.552746, -0.531236], [-2.806584, -0.956352, -1.247001], [3.355137, 1.059606, 4.500922], [-1.289370, 2.506202, 3.469694], [1.910269, -2.131628, -5.556385], [-5.041298, -2.727915, -1.518197], [3.884121, -3.550427, -2.275671], [-0.680226, -0.357068, -3.314677], [4.768461, -3.565898, -1.233804], [0.216579, -3.115648, 4.544065], [-4.835731, -1.674509, -2.412865], [-2.449364, 2.142835, 4.126770], [-1.986899, -0.120961, 3.522288], [0.593903, -1.740827, -4.903133], [1.802577, 0.118608, -3.722977], [-4.232486, -2.758562, -0.356474], [4.356228, -3.620898, 0.082998], [-0.647810, 6.846948, 0.570677], [-3.228420, 1.841963, -1.048652], [-1.605958, 4.016683, -1.656502], [-1.661157, -4.684916, 4.872548], [2.533459, -3.505637, -1.935195], [-1.290549, -3.495336, 2.757089], [1.547776, 1.096681, -3.218893], [-0.394233, 7.701896, -0.052987], [-0.951804, 0.631407, -3.862240], [-3.933074, 1.131824, -0.646484], [-5.850377, -3.432895, -1.625209], [-3.521461, 0.371976, 4.828281], [2.528070, -0.385505, -3.034323], [-0.008363, 2.528752, -1.860799], [2.569648, -0.758490, -7.018802], [2.504636, -2.887138, -4.963484], [-2.594035, -1.799008, 0.725910], [-2.286305, -1.144780, 3.464988], [-1.718614, 7.514537, 2.189860], [-4.858092, 3.141435, -1.152949], [-3.735480, 0.062587, -3.032354], [-4.375152, -3.462519, 0.428101], [-1.690567, -3.172783, 1.814418], [4.193292, -3.465448, -3.387360], [-3.197678, 2.835851, 4.521292], [5.119287, -3.475218, 0.855144], [0.314226, 1.245084, 0.256973], [3.371801, 1.614262, 5.467129], [-5.478607, -1.562035, -3.282678], [-1.363887, -1.100853, -3.651530], [5.069227, 2.054167, 3.741088], [-1.037958, 3.586018, 3.390020], [1.432886, 0.184190, 4.904550], [5.095627, 0.842877, 1.596898], [5.881771, -3.474679, -1.533832], [1.014213, -2.571192, 5.011593], [3.137069, -0.729873, 1.051513], [-0.068260, -1.266638, -5.639792], [-1.555056, 6.416932, 0.165933], [3.748923, -1.209260, -5.766504], [3.345095, 0.922506, -4.907372], [0.042486, -2.586851, -4.460549], [-0.100651, -4.238346, 6.350831], [1.774411, -3.623005, -2.706982], [-3.491475, 5.172575, -1.597785], [-2.939135, -4.904130, 3.212433], [-2.160684, -5.417623, 5.396289], [1.715155, 0.952301, -5.739357], [0.525090, 1.988491, 2.482148], [-0.083797, 7.628637, 2.411902], [1.430468, 0.949828, -1.132734], [-0.903353, 4.868070, -1.864882], [0.038133, 5.205810, 2.139571], [1.642186, -2.690445, -6.456165]],
  "forces_ev_per_a": [[-0.941, 1.968, -0.111], [-0.994, 1.828, 1.173], [0.894, -1.223, -0.151], [-1.076, 1.134, -1.468], [-1.029, -0.002, 1.425], [-0.350, 0.623, -0.606], [2.469, -1.823, -0.724], [-0.312, 0.699, 0.963], [0.358, -1.812, 0.405], [0.222, -1.504, -0.009], [0.996, 0.313, -0.882], [0.396, -0.018, -1.121], [-0.422, -0.872, 0.232], [0.067, -0.232, 0.971], [2.401, 1.056, -0.815], [-0.363, -0.354, -0.625], [-1.393, 1.261, -0.215], [0.402, -1.798, 0.585], [0.022, -0.009, 0.856], [0.903, 1.659, 0.794], [0.675, 0.483, -1.433], [0.147, -0.519, -0.762], [-0.160, 1.278, -1.228], [1.260, -0.482, -0.905], [1.541, -0.629, 0.051], [1.266, 0.767, -1.257], [0.983, -0.266, -0.297], [0.306, 0.109, -0.386], [0.453, -0.645, 0.120], [1.133, 0.187, -0.120], [-0.841, 1.204, -0.038], [0.821, -0.133, 0.881], [-1.254, -0.333, -0.542], [-1.033, 0.072, 0.932], [-0.182, 1.312, -0.336], [-0.546, -1.077, 0.756], [1.035, 0.647, 1.290], [-1.447, 0.405, -1.774], [0.868, 2.417, -0.516], [2.810, 0.275, -0.279], [-1.197, -0.744, 1.845], [0.264, 0.546, -0.273], [-0.860, -0.848, 0.495], [1.877, -0.422, -0.261], [-0.863, 0.983, 1.447], [-0.219, -0.053, 0.271], [-0.039, 1.318, -1.199], [-0.293, 0.541, 0.509], [0.623, -0.564, -0.046], [-0.702, 0.667, 0.687], [0.547, -0.070, -0.364], [2.159, 2.211, -1.056], [-0.105, -0.243, -0.816], [-1.141, -0.229, 1.556], [0.130, -0.901, -0.735], [0.121, 0.176, 0.067], [-0.066, -1.215, 0.746], [0.365, -0.662, -0.278], [-0.029, -0.081, -0.213], [-1.292, -0.027, 0.452], [0.142, 0.577, -0.538], [-0.557, 0.309, 0.174], [0.331, 0.264, 0.635], [-0.598, 0.918, -0.151], [-0.374, -0.253, -0.899], [-0.290, -0.629, 0.368], [0.332, -0.173, -0.028], [-1.178, 0.440, 0.378], [0.370, -0.443, 0.364], [-0.330, -0.515, 0.441], [-0.034, -0.392, -0.516], [-0.623, -0.389, 2.186], [0.692, 0.146, 0.058], [-0.591, -0.465, -0.050], [0.109, -0.001, -0.015], [0.167, -0.479, -0.881], [-0.122, -0.062, 0.191], [-0.669, -0.601, -0.363], [-0.312, -0.991, -0.215], [-0.181, -0.857, 0.042], [-0.369, -0.152, 0.405], [-0.695, -0.299, 0.380], [-1.871, -0.283, 1.022], [0.530, 0.056, 0.104], [0.006, 0.432, 0.294], [0.020, -0.337, -0.478], [-0.283, -0.194, -0.116], [0.595, 0.219, -0.254], [-0.439, 0.010, -0.673], [0.231, -0.072, -0.549], [-0.509, 0.178, -0.400], [-0.123, 0.531, 0.413], [0.495, -0.125, -0.023], [0.187, 0.316, -0.253], [-1.002, -1.293, 1.361], [0.229, 0.264, 0.368], [-1.073, -0.710, 0.278], [-0.419, -0.240, -0.410], [-0.375, -0.254, -0.123], [-0.919, -0.880, 0.149], [0.112, 0.089, -0.338], [0.022, -0.006, -0.003]]
}